Entry 1:
Formula: C6H10
Source: the Open Molecules 2025 dataset
Level of theory: the ωB97M-V functional and the def2-TZVPD basis

Results
LUMO level in eV: 1.240
HOMO-LUMO gap in Eh: 0.3790
F_max in eV/Å: 0.39
Energy in Eh: -234.59588
Energy relative to the best compared isomer or geometry (same formula, charge and spin) in eV: 0.180

```
! wB97M-V def2-TZVPD RIJCOSX def2/J DEFGRID3
* xyz 0 1
C -1.023 -1.669 -0.246
C 0.201 -0.748 -0.324
C 0.743 -0.386 1.040
C 0.837 0.931 1.229
C 0.371 1.723 0.034
C -0.139 0.635 -0.945
H -1.646 -1.410 0.618
H -0.743 -2.723 -0.163
H -1.647 -1.575 -1.147
H 0.981 -1.256 -0.914
H 1.018 -1.136 1.777
H 1.207 1.405 2.133
H -0.425 2.433 0.314
H 1.181 2.330 -0.394
H 0.310 0.734 -1.938
H -1.225 0.713 -1.076
*
```


Entry 2:
Formula: C6H10
Source: the Open Molecules 2025 dataset
Level of theory: the ωB97M-V functional and the def2-TZVPD basis

Results
LUMO level in eV: -0.280
HOMO-LUMO gap in Eh: 0.3179
F_max in eV/Å: 0.48
Energy in Eh: -234.44678
Energy relative to the best compared isomer or geometry (same formula, charge and spin) in eV: 4.238

```
! wB97M-V def2-TZVPD RIJCOSX def2/J DEFGRID3
* xyz 0 1
C -0.915 -0.804 1.450
C -0.847 0.544 0.732
C 0.584 0.971 0.368
C 1.049 0.448 -0.984
C 0.551 -0.774 -1.667
C 0.094 0.578 -2.131
H -0.412 -0.746 2.423
H -1.952 -1.105 1.628
H -0.423 -1.601 0.882
H -1.298 1.308 1.374
H 0.650 2.066 0.330
H 1.280 0.638 1.151
H 2.070 0.722 -1.253
H -0.239 -1.399 -1.252
H 1.225 -1.322 -2.323
H -1.464 0.525 -0.177
*
```


Entry 3:
Formula: C6H10
Source: the Open Molecules 2025 dataset
Level of theory: the ωB97M-V functional and the def2-TZVPD basis

Results
LUMO level in eV: 0.118
HOMO-LUMO gap in Eh: 0.2967
F_max in eV/Å: 0.44
Energy in Eh: -234.48217
Energy relative to the best compared isomer or geometry (same formula, charge and spin) in eV: 3.275

```
! wB97M-V def2-TZVPD RIJCOSX def2/J DEFGRID3
* xyz 0 1
C 0.164 0.233 1.288
C 1.335 0.774 0.430
C 1.279 0.336 -0.987
C -0.137 0.431 -1.450
C -0.944 -0.736 -0.811
C -0.489 -0.998 0.637
H -0.598 1.004 1.444
H 0.548 -0.037 2.275
H 2.319 0.603 0.884
H 1.264 1.877 0.321
H -0.206 0.393 -2.540
H -0.597 1.376 -1.116
H -0.822 -1.635 -1.423
H -2.008 -0.475 -0.848
H 0.227 -1.831 0.646
H -1.337 -1.314 1.249
*
```